Molecular formula: C2H7NOS
Method: DFT, ωB97M-V/def2-TZVPD

Properties
max |F|: 4.118 eV/Å
HOMO-LUMO gap: 9.9424 eV
spin multiplicity: 1
structure (SMILES): NC=O.CS

Positions of all 12 atoms, in Å:
N: -0.646031 -2.084499 0.036132
C: -0.411013 -3.394430 0.446814
O: -0.262863 -4.444754 -0.203402
H: -0.639253 -2.056711 -1.010530
H: -0.738898 -1.243980 0.588556
H: -0.495242 -3.265312 1.708678
C: 0.301232 3.175987 -0.208344
S: 1.100078 1.832445 -1.222365
H: 0.670999 3.197447 0.832406
H: 0.798957 4.149104 -0.510053
H: -0.807572 3.326932 -0.288666
H: 1.129609 0.807775 -0.169222

Cartesian forces (eV/Å) of the 3 atoms listed first:
0.6 -2.5 -3.2
-0.7 0.0 3.0
-0.4 3.6 1.6